[1]
DFT (ωB97M-V/def2-TZVPD) results for a structure of composition C2H5NO in a non-equilibrium geometry.

Values from the calculation:
HOMO level   -10.1 eV
Energy   -5689.8684 eV
Relative energy (zero: lowest compared OMol25 entry of this formula, charge and spin)   324.30 kJ/mol

```
! wB97M-V def2-TZVPD RIJCOSX def2/J DEFGRID3
* xyz 0 1
C 0.8730 -0.6039 -0.2051
C -0.1442 0.3916 0.3613
N -1.2112 0.4744 -0.6021
O 0.1797 1.0830 1.3310
H 0.2620 -1.2863 -0.8188
H 1.3381 -1.1256 0.6524
H 1.7004 -0.1517 -0.7666
H -1.7400 1.3425 -0.4547
H -1.2579 -0.1240 0.5026
*
```



[2]
DFT (ωB97M-V/def2-TZVPD) results for a cluster of 2 separate species, C19H22NO2S in total in a non-equilibrium geometry.

Values from the calculation:
HOMO level   -2.4 eV
Energy   -36481.6752 eV

```
! wB97M-V def2-TZVPD RIJCOSX def2/J DEFGRID3
* xyz -1 1
C -3.0749 -0.0938 2.4231
C -1.5764 -0.0787 2.4206
C -0.8606 -1.2866 2.4133
C 0.5226 -1.3002 2.4172
C 1.2428 -0.0715 2.3777
S 2.8912 -0.0593 2.2061
C 0.5151 1.1521 2.4430
C -0.8661 1.1327 2.4361
H -3.4686 0.9262 2.4207
H -3.4648 -0.6193 1.5431
H -3.4654 -0.6142 3.3063
H -1.4129 -2.2290 2.4062
H 1.0857 -2.2304 2.4219
H 1.0732 2.0833 2.4724
H -1.4258 2.0699 2.4452
C 7.9477 3.0449 -0.8541
C 6.5155 3.3897 -1.2042
C 5.9043 4.2996 -0.1552
C 6.4944 4.0894 -2.5574
O 5.6791 2.1897 -1.3742
C 5.5672 1.3156 -0.3306
N 4.5385 0.3909 -0.5050
C 3.3649 0.6042 -0.9451
C 2.4185 -0.4727 -1.2584
C 1.1367 -0.1697 -1.7583
C 0.2330 -1.1867 -2.0471
C 0.6031 -2.5236 -1.8458
C 1.8800 -2.8409 -1.3639
C 2.7842 -1.8136 -1.0759
O 6.3227 1.2759 0.6273
H 8.3906 2.4124 -1.6327
H 8.5401 3.9661 -0.7884
H 7.9881 2.5231 0.1052
H 4.8908 4.5918 -0.4565
H 5.8717 3.7961 0.8165
H 6.5085 5.2086 -0.0587
H 5.4707 4.3652 -2.8418
H 7.0926 5.0090 -2.5145
H 6.9203 3.4463 -3.3386
H 2.9575 1.6170 -1.1302
H 0.8800 0.8791 -1.9113
H -0.7585 -0.9343 -2.4324
H -0.1068 -3.3207 -2.0726
H 2.1795 -3.8817 -1.2111
H 3.7805 -2.0257 -0.6857
*
```



[3]
DFT (ωB97M-V/def2-TZVPD) results for an isolated molecule of C10H14N2O in a non-equilibrium geometry.

Values from the calculation:
Structure (SMILES)   CN(N)[C@@]1(O)CCc2ccccc21
HOMO level   -8.6 eV
Energy   -15621.4021 eV
Relative energy (zero: lowest compared OMol25 entry of this formula, charge and spin)   376.09 kJ/mol

```
! wB97M-V def2-TZVPD RIJCOSX def2/J DEFGRID3
* xyz 0 1
C -0.0868 -0.0842 2.5819
N 0.5664 -0.8084 1.4734
N 1.3851 -1.7833 2.0650
C 1.1513 0.0753 0.4458
O 1.8485 1.1204 0.9494
C 1.8168 -0.6433 -0.7175
C 0.5853 -1.1414 -1.6747
C -0.4432 -0.1068 -1.4922
C -1.4675 0.1306 -2.3723
C -2.4781 1.0736 -2.0038
C -2.3864 1.7503 -0.8316
C -1.2683 1.6073 0.0731
C -0.4246 0.6865 -0.3436
H 0.7297 0.3745 3.0602
H -0.7815 0.6245 2.1007
H -0.6384 -0.8320 3.2551
H 1.3790 -2.5035 1.4610
H 2.3125 -1.5676 2.3671
H 1.4864 1.9745 0.5923
H 2.3656 -1.5124 -0.4486
H 2.5405 -0.1570 -1.3042
H 0.3350 -2.0396 -1.0798
H 0.8818 -1.5113 -2.7137
H -1.6533 -0.5431 -3.1375
H -3.3601 1.1592 -2.6955
H -3.1327 2.5116 -0.6686
H -1.2632 2.1458 1.0585
*
```



[4]
DFT (ωB97M-V/def2-TZVPD) results for a structure of composition C91H78F15ORb in a non-equilibrium geometry.

Values from the calculation:
HOMO level   -7.6 eV
Energy   -139094.4526 eV

```
! wB97M-V def2-TZVPD RIJCOSX def2/J DEFGRID3
* xyz 0 1
Rb -1.2874 3.3056 0.3924
C 0.7618 -0.0179 0.1960
O -0.1282 1.0021 0.0366
H 0.6090 -0.8021 -0.5164
H 1.8646 0.2215 0.0292
H 0.7673 -0.5188 1.1980
F 5.4293 1.5538 6.7190
C 5.3600 1.6105 5.3568
C 5.7140 0.5286 4.6083
C 5.6018 0.5992 3.2186
C 5.2149 1.7939 2.6212
C 4.7596 2.8403 3.4244
C 4.7719 2.7018 4.7887
H 6.0075 -0.4065 5.0301
H 5.8451 -0.2760 2.6251
H 5.2971 1.9834 1.5813
H 4.4011 3.7402 2.9354
H 4.4104 3.5073 5.4207
F 0.0813 -6.2012 4.9216
C 0.7187 -5.0425 4.7041
C 2.0953 -5.0628 4.7567
C 2.7830 -3.8958 4.6163
C 2.1160 -2.6792 4.3987
C 0.7251 -2.7055 4.3039
C -0.0028 -3.8953 4.4406
H 2.6735 -5.9909 4.9245
H 3.8438 -3.9224 4.5318
H 2.7161 -1.7811 4.2141
H 0.1738 -1.7978 4.1584
H -1.0987 -3.9382 4.3588
F -10.3894 -0.2056 -0.4768
C -9.2743 -0.9018 -0.3514
C -9.2689 -2.2574 -0.0776
C -8.0896 -2.9789 0.1918
C -6.8796 -2.3042 0.0538
C -6.8762 -0.9474 -0.2443
C -8.0382 -0.2449 -0.4668
H -10.2046 -2.7662 -0.1656
H -8.1453 -3.9971 0.4635
H -5.9401 -2.8215 0.1670
H -5.9595 -0.4706 -0.4405
H -8.0185 0.8475 -0.6139
F 3.6340 5.2835 -2.6075
C 3.0730 5.3398 -1.3860
C 2.8372 6.5655 -0.8172
C 2.2107 6.5921 0.4329
C 1.7956 5.4212 1.0852
C 2.0174 4.2028 0.4354
C 2.6399 4.1258 -0.7895
H 3.0118 7.4964 -1.3502
H 2.0493 7.5404 0.9403
H 1.4309 5.3939 2.1102
H 1.7900 3.2370 0.9207
H 2.8208 3.2006 -1.2671
F -8.3683 2.5049 4.5701
C -7.2886 2.4524 3.7913
C -6.6465 1.2805 3.6600
C -5.5793 1.1673 2.7704
C -5.2800 2.2276 1.9739
C -5.9728 3.4148 2.1089
C -6.9699 3.5517 3.0436
H -7.1047 0.4813 4.1619
H -5.0009 0.2662 2.6602
H -4.5237 2.1601 1.1847
H -5.6758 4.2301 1.4259
H -7.5466 4.4679 3.2175
F -0.2871 -3.3228 -3.6090
C -0.6867 -3.0003 -4.8688
C -0.4922 -1.6897 -5.2899
C -1.0496 -1.3625 -6.4616
C -1.7452 -2.2792 -7.2631
C -1.8516 -3.6006 -6.8264
C -1.4223 -3.9115 -5.5536
H 0.1389 -0.9837 -4.7317
H -1.0126 -0.3847 -6.9058
H -2.0249 -1.9391 -8.2474
H -2.3852 -4.3266 -7.3939
H -1.5643 -4.9028 -5.1606
F 7.0948 1.1367 -1.8474
C 7.3414 2.2137 -1.0355
C 8.3441 2.0817 -0.1170
C 8.5716 3.2001 0.7041
C 7.8524 4.4035 0.5304
C 6.9081 4.4530 -0.4474
C 6.6659 3.4107 -1.2926
H 8.8587 1.1253 -0.0372
H 9.3265 3.0897 1.4625
H 8.1550 5.2921 1.0759
H 6.3486 5.3557 -0.6837
H 5.9829 3.4005 -2.1439
F -0.8230 -4.5776 1.6217
C 0.3181 -4.7795 0.8515
C 1.2396 -5.7996 1.1641
C 2.2763 -6.0202 0.1915
C 2.4138 -5.2372 -0.8943
C 1.4549 -4.2468 -1.1569
C 0.3921 -4.0162 -0.2852
H 1.1826 -6.3771 2.0705
H 2.8211 -6.9247 0.4009
H 3.1864 -5.3823 -1.6415
H 1.5442 -3.5740 -2.0062
H -0.3568 -3.2874 -0.5336
F -5.1005 1.1676 -5.1713
C -4.4195 1.0108 -4.0052
C -4.7495 1.7936 -2.8810
C -3.9899 1.6937 -1.7341
C -2.9537 0.7315 -1.6179
C -2.7180 -0.0263 -2.7391
C -3.3604 0.0930 -3.9795
H -5.5760 2.4774 -2.9004
H -4.3162 2.2603 -0.8600
H -2.2510 0.5918 -0.8272
H -1.9157 -0.7813 -2.6655
H -2.9663 -0.4920 -4.7995
F -0.8016 3.5972 3.1831
C -0.0474 2.8635 4.0368
C -0.2221 2.9707 5.4127
C 0.4735 2.1786 6.2635
C 1.4930 1.3119 5.7608
C 1.6953 1.2583 4.4113
C 0.8542 1.9240 3.4894
H -0.9680 3.6835 5.7536
H 0.3514 2.2853 7.3376
H 2.1077 0.7267 6.4010
H 2.3812 0.4874 4.0752
H 0.7637 1.7740 2.4314
F -3.5516 -0.9698 5.6903
C -3.0578 -1.1314 4.4208
C -3.7135 -1.9718 3.6110
C -3.3176 -2.0053 2.2906
C -2.3390 -1.1299 1.7140
C -1.8111 -0.2028 2.5835
C -2.1101 -0.2559 3.9564
H -4.5463 -2.5106 4.0293
H -3.6656 -2.8490 1.7243
H -2.1412 -1.2016 0.6780
H -1.1451 0.5571 2.2356
H -1.6473 0.4585 4.6128
F -1.1015 5.0442 -2.2638
C -0.9383 4.6244 -3.5513
C -0.4405 5.5770 -4.4539
C -0.2858 5.2279 -5.7868
C -0.7687 3.9914 -6.2136
C -1.2493 3.0733 -5.2751
C -1.4213 3.4163 -3.9238
H -0.0262 6.5626 -4.1477
H 0.0882 5.9546 -6.4836
H -0.6247 3.6632 -7.2378
H -1.5047 2.0988 -5.6622
H -1.9387 2.7892 -3.2390
F 7.0839 -3.9768 -1.2001
C 6.2380 -3.1825 -0.5315
C 5.2724 -3.7796 0.2587
C 4.2903 -3.0044 0.8218
C 4.3327 -1.6291 0.6629
C 5.4394 -1.0546 -0.0347
C 6.3512 -1.8095 -0.6751
H 5.0854 -4.8118 0.2886
H 3.4192 -3.4009 1.2790
H 3.6077 -0.9667 1.1752
H 5.4974 0.0147 -0.1259
H 7.1390 -1.3262 -1.3284
F 4.7548 -0.9507 -3.5302
C 3.9455 0.0641 -3.4529
C 4.2851 1.2656 -3.9786
C 3.3772 2.2962 -3.9847
C 2.0721 2.1573 -3.4587
C 1.7716 0.8963 -3.0028
C 2.6951 -0.1272 -2.9015
H 5.2337 1.2640 -4.4835
H 3.6181 3.2893 -4.3959
H 1.3648 2.9507 -3.3424
H 0.8246 0.7710 -2.4861
H 2.3798 -1.0807 -2.4447
F -6.5363 -6.0352 -2.2041
C -5.4658 -5.3434 -1.9111
C -4.6408 -5.6610 -0.8347
C -3.5327 -4.8648 -0.6387
C -3.1412 -3.8332 -1.5015
C -3.9251 -3.6428 -2.5675
C -5.1375 -4.3082 -2.7524
H -4.9556 -6.2972 -0.0533
H -2.8988 -5.0932 0.1913
H -2.1511 -3.3530 -1.5505
H -3.6419 -2.9614 -3.3394
H -5.7699 -4.1129 -3.5984
*
```



[5]
DFT (ωB97M-V/def2-TZVPD) results for a structure of composition C2H6N2S2 in a non-equilibrium geometry.

Values from the calculation:
HOMO level   -8.6 eV
Energy   -26817.3203 eV
Relative energy (zero: lowest compared OMol25 entry of this formula, charge and spin)   433.61 kJ/mol

```
! wB97M-V def2-TZVPD RIJCOSX def2/J DEFGRID3
* xyz 0 1
C -1.4582 -0.4999 -0.5704
C 0.7316 -0.4809 0.6950
H -1.4325 -0.5498 -1.6129
H -0.9146 0.7756 -0.3745
H -2.8420 -0.3133 -0.1791
H 0.8646 -1.2513 2.3906
H 1.7051 1.2343 0.7314
H 0.1099 1.5711 -1.7213
N 1.1556 -0.3419 1.9500
N 1.1447 0.5571 0.1019
S -0.4349 -1.6214 0.1172
S 1.3707 0.9204 -1.5277
*
```



[6]
DFT (ωB97M-V/def2-TZVPD) results for an isolated molecule of C2H6N4OS in a non-equilibrium geometry.

Values from the calculation:
Structure (SMILES)   N/N=C\C(=N/S)NO
HOMO level   -8.7 eV
Energy   -21006.8703 eV
Relative energy (zero: lowest compared OMol25 entry of this formula, charge and spin)   813.92 kJ/mol

```
! wB97M-V def2-TZVPD RIJCOSX def2/J DEFGRID3
* xyz 0 1
N -0.3606 -1.3998 -0.8500
N -0.8048 -1.4144 0.4400
C -0.7023 -0.2568 1.0863
C 0.1960 0.7085 0.4804
N -0.2128 1.4708 -0.5263
S -1.9045 1.9311 -0.4508
N 1.5293 0.8534 0.4868
O 2.4401 -0.2729 0.8041
H -0.7901 -2.1039 -1.6969
H -0.1858 -0.2500 -1.1779
H -1.2395 0.0398 2.0400
H -2.4801 0.3559 -0.5412
H 2.0793 1.3537 -0.0850
H 2.4357 -1.0153 -0.0096
*
```



no.,lowest unoccupied orbital energy (eV)
1,0.171
2,2.721
3,0.873
4,-0.292
5,0.401
6,0.116